Run a
Molecular formula: H5NO
Method: DFT, wB97M-V/def2-TZVPD

Properties
SMILES: N.O
Multiplicity: 1

Geometry (Å):
O -1.292 0.683 -0.913
N 1.392 -0.714 0.995
H 0.504 -0.215 1.009
H 2.184 -0.301 1.390
H -2.003 1.197 -0.622
H 1.579 -1.441 0.345
H -1.670 0.291 -1.780

***

Run b
Molecular formula: H5NO
Method: DFT, wB97M-V/def2-TZVPD

Properties
SMILES: N.O
Multiplicity: 1

Geometry (Å):
O 0.647 0.679 -1.820
N -0.088 -0.313 0.967
H -0.774 -1.014 0.681
H 0.136 -0.644 1.908
H -0.016 0.006 -1.992
H 0.759 0.769 -0.866
H -0.665 0.517 1.122

***

Relative energies, in hartree, with the most stable structure set to zero: run a 0.0144; run b 0.0000.

***

Run a
Molecular formula: CH5N2OS
Method: DFT, wB97M-V/def2-TZVPD

Properties
SMILES: N[C@@]1([NH3+])OS1
Net charge: +1
Multiplicity: 1

Geometry (Å):
S 2.663 0.005 0.150
O 1.634 0.255 -1.291
N 0.070 1.322 0.278
N -0.059 -1.017 -0.112
C 0.878 0.191 -0.243
H -0.234 1.283 1.207
H -0.760 -0.861 0.690
H 0.543 -1.844 -0.063
H -0.585 -0.958 -1.027
H 0.483 2.188 0.040

***

Run b
Molecular formula: CH5N2OS
Method: DFT, wB97M-V/def2-TZVPD

Properties
SMILES: N[C@@]1([NH3+])OS1
Net charge: +1
Multiplicity: 1

Geometry (Å):
S -2.091 0.106 0.508
O -1.367 0.068 -1.065
N 0.297 -1.255 0.222
N 0.569 1.094 -0.085
C -0.407 -0.124 -0.137
H 1.161 1.007 -0.839
H 0.131 -1.780 1.194
H 0.112 1.997 -0.039
H 0.452 -1.923 -0.459
H 1.144 0.810 0.699

***

Relative energies, in hartree, with the most stable structure set to zero: run a 0.0000; run b 0.0059.

***

Run a
Molecular formula: C4H8ClNSi
Method: DFT, wB97M-V/def2-TZVPD

Properties
Multiplicity: 1

Geometry (Å):
Cl 2.364 1.525 0.383
Si 0.715 0.478 0.021
N 0.386 -1.552 -1.766
C -1.768 1.248 -1.294
C 1.215 -1.055 -0.973
C 0.123 -0.589 2.499
C -0.708 1.500 -0.541
H 0.028 -1.655 2.099
H 2.357 -1.312 -0.696
H -1.803 0.409 -2.029
H 0.952 -0.478 3.122
H 0.665 -2.338 -2.433
H -0.752 -0.208 2.834
H -1.051 2.332 0.057
H -2.723 1.695 -1.283

***

Run b
Molecular formula: C4H8ClNSi
Method: DFT, wB97M-V/def2-TZVPD

Properties
SMILES: C=C[Si](Cl)=C=N.C
Multiplicity: 1

Geometry (Å):
Cl 2.417 -1.941 -0.385
Si 2.019 0.043 -0.028
N -0.495 0.975 -1.035
C 4.592 0.894 0.562
C 0.693 0.678 -1.008
C 3.346 1.152 0.096
C -3.182 -1.198 -0.016
H 5.260 1.754 0.692
H -2.298 -0.673 0.536
H -3.582 -0.236 -0.274
H -2.953 -1.560 -0.969
H 4.969 -0.034 0.762
H -0.862 1.532 -1.836
H 3.204 2.219 0.175
H -3.798 -1.944 0.453

***

Relative energies, in hartree, with the most stable structure set to zero: run a 0.0032; run b 0.0000.

***

Run a
Molecular formula: C3H3N2O
Method: DFT, wB97M-V/def2-TZVPD

Properties
Net charge: -1
Multiplicity: 1

Geometry (Å):
O 3.518 -2.887 -0.421
N 2.975 -2.070 0.349
N -2.769 -1.115 -0.378
C -0.523 1.731 0.020
C -1.951 -0.338 -0.081
C -0.756 0.366 0.129
H -1.182 2.523 -0.341
H 0.148 -0.155 0.438
H 0.539 1.946 0.286

***

Run b
Molecular formula: C3H3N2O
Method: DFT, wB97M-V/def2-TZVPD

Properties
Net charge: -1
Multiplicity: 1

Geometry (Å):
O -1.647 -1.460 -1.620
N -0.852 -0.893 -0.811
N 3.124 1.432 -1.838
C -0.972 0.137 0.198
C 0.302 -0.708 -0.293
C 2.185 0.753 -1.658
H -1.084 1.205 0.017
H -1.557 -0.140 1.164
H 1.362 0.076 -1.150

***

Relative energies, in hartree, with the most stable structure set to zero: run a 0.0040; run b 0.0000.

***

Run a
Molecular formula: C4H6NS
Method: DFT, wB97M-V/def2-TZVPD

Properties
Net charge: +1
Multiplicity: 1

Geometry (Å):
S -1.360 0.579 2.142
N 0.326 0.021 0.129
C 0.256 0.511 1.280
C -2.323 -0.066 0.966
C 1.130 -0.210 -0.917
C -0.309 -0.240 -0.954
H 1.668 0.597 -1.491
H 1.074 0.691 2.057
H 1.523 -1.216 -1.316
H -3.347 0.150 1.133
H -1.901 -0.286 0.056
H -1.184 -0.795 -0.980

***

Run b
Molecular formula: C4H6NS
Method: DFT, wB97M-V/def2-TZVPD

Properties
Net charge: +1
Multiplicity: 1

Geometry (Å):
S -2.613 -0.067 -0.130
N -0.058 0.313 -0.015
C -0.247 1.609 0.382
C 1.224 -0.127 -0.340
C -1.040 -0.550 -0.339
C -0.551 2.669 0.894
H -0.603 3.543 1.422
H 1.322 -1.166 -0.135
H -3.815 -1.575 -0.493
H 1.988 0.354 0.255
H -0.615 -1.587 -0.627
H 1.388 0.071 -1.395

***

Relative energies, in hartree, with the most stable structure set to zero: run a 0.0585; run b 0.0000.

***

Run a
Molecular formula: C4H6NS
Method: DFT, wB97M-V/def2-TZVPD

Properties
SMILES: C[C@H]1[NH2+]C1=C=S
Net charge: +1
Multiplicity: 1

Geometry (Å):
S 0.466 -2.369 2.698
N 1.199 0.373 -0.374
C -1.303 0.673 -0.387
C -0.204 -0.258 -0.543
C 0.706 -0.572 0.552
C 0.716 -1.271 1.594
H -2.075 0.238 0.292
H 1.927 0.126 -1.228
H 1.404 1.335 -0.081
H -1.511 1.007 -1.380
H -0.226 -0.908 -1.439
H -1.101 1.627 0.295

***

Run b
Molecular formula: C4H6NS
Method: DFT, wB97M-V/def2-TZVPD

Properties
Net charge: +1
Multiplicity: 1

Geometry (Å):
S -0.246 1.552 0.037
N 0.058 -0.827 -0.125
C -2.436 -0.372 0.259
C 2.441 0.183 -0.200
C -1.000 0.069 -0.015
C 0.988 0.112 -0.025
H -3.244 0.201 -0.328
H -2.552 -0.246 1.301
H 2.708 -0.618 -0.954
H 3.039 0.238 0.718
H -2.408 -1.490 0.005
H 2.650 1.199 -0.673

***

Relative energies, in hartree, with the most stable structure set to zero: run a 0.0352; run b 0.0000.

***

Run a
Molecular formula: C5H10N5
Method: DFT, wB97M-V/def2-TZVPD

Properties
Net charge: +1
Multiplicity: 1

Geometry (Å):
N 0.170 -1.567 3.991
N 1.146 0.243 -0.032
N -0.784 0.245 2.756
N 0.078 0.161 -1.963
N -0.160 0.220 0.182
C 1.285 0.231 -1.326
C -2.253 0.154 -0.964
C -0.515 -0.733 3.486
C -0.806 0.220 -0.940
C 2.630 0.389 -1.895
H -2.705 -0.572 -1.560
H 0.137 -2.413 4.397
H -0.402 0.064 1.413
H 3.090 1.335 -1.595
H -1.443 0.874 3.099
H -0.086 0.044 -2.971
H 2.644 0.495 -2.960
H -2.696 -0.078 -0.077
H -2.587 1.078 -1.429
H 3.256 -0.389 -1.613

***

Run b
Molecular formula: C5H10N5
Method: DFT, wB97M-V/def2-TZVPD

Properties
SMILES: Cn1c(N)ccn/c1=[NH+]/N
Net charge: +1
Multiplicity: 1

Geometry (Å):
N -1.995 1.657 -0.407
N 0.825 -1.058 -1.504
N -0.177 0.276 0.204
N 1.265 -1.509 1.893
N 1.684 -1.179 0.611
C 0.762 -0.701 -0.270
C -1.086 0.710 -0.706
C -0.004 0.898 1.532
C -1.022 0.245 -2.045
C -0.046 -0.626 -2.374
H -1.768 2.261 0.460
H -2.186 2.371 -1.071
H -1.776 0.524 -2.714
H 0.974 0.570 1.778
H -0.128 2.012 1.253
H -0.548 0.272 2.275
H 2.031 -1.737 2.517
H 2.323 -1.901 0.144
H 0.652 -2.348 1.934
H 0.220 -0.736 -3.510

***

Relative energies, in hartree, with the most stable structure set to zero: run a 0.0000; run b 0.0070.

***

Run a
Molecular formula: C7H15NO2S
Method: DFT, wB97M-V/def2-TZVPD

Properties
Multiplicity: 1

Geometry (Å):
S 0.730 1.809 -1.009
O -0.411 2.438 0.125
O 2.002 2.486 -1.158
N 0.333 -0.595 0.301
C 1.265 0.490 0.226
C 0.590 -1.385 1.475
C -1.611 -0.323 -1.088
C 1.526 0.906 1.698
C -2.134 -0.611 -2.438
C -0.278 -1.072 -0.927
C 0.974 -0.329 2.504
H -0.521 -2.164 -0.723
H 0.942 1.648 2.222
H 0.165 -1.040 -1.829
H 0.251 -0.034 3.212
H -0.945 2.964 -0.508
H 2.558 0.185 -0.431
H 1.333 -2.222 1.238
H -3.109 -0.089 -2.535
H -2.303 -0.417 -0.106
H 2.513 1.166 1.844
H -2.437 -1.692 -2.655
H -0.239 -2.006 1.764
H 1.808 -0.624 3.048
H -1.484 0.729 -1.090
H -1.516 -0.218 -3.158

***

Run b
Molecular formula: C7H15NO2S
Method: DFT, wB97M-V/def2-TZVPD

Properties
SMILES: CC[C@@H](C)N(CC)SC(=O)O
Multiplicity: 1

Geometry (Å):
S -1.552 -1.419 0.464
O -1.241 -0.247 2.864
O -3.205 -1.206 2.407
N -0.025 -0.709 0.447
C -1.943 -0.854 2.139
C 0.556 1.366 -2.780
C 2.063 -1.000 1.582
C -0.776 1.697 0.023
C 0.075 0.478 -0.397
C 1.100 -1.582 0.535
C -0.020 0.209 -1.963
H 0.864 -2.595 0.902
H -0.814 1.667 1.147
H 0.566 0.921 -3.828
H 1.486 1.515 -2.446
H 1.214 0.915 -0.223
H 2.826 -0.330 1.271
H 1.531 -1.562 -0.410
H -1.783 1.629 -0.206
H -1.067 0.025 -2.052
H -0.299 2.696 -0.441
H 1.313 -0.438 2.190
H -0.031 2.371 -2.917
H -3.841 -1.136 1.701
H 0.430 -0.758 -2.164
H 2.574 -1.652 2.157

***

Relative energies, in hartree, with the most stable structure set to zero: run a 0.0764; run b 0.0000.

***

Run a
Molecular formula: H2N2O3Si
Method: DFT, wB97M-V/def2-TZVPD

Properties
SMILES: O=N[SiH2][N+](=O)[O-]
Multiplicity: 1

Geometry (Å):
Si -0.128 -0.407 0.635
O -2.009 0.416 -1.003
O -0.566 1.958 -0.401
O 2.418 -1.262 -0.370
N -0.991 0.835 -0.424
N 1.589 -0.466 -0.677
H -0.885 -1.733 0.794
H 0.573 0.658 1.445

***

Run b
Molecular formula: H2N2O3Si
Method: DFT, wB97M-V/def2-TZVPD

Properties
SMILES: O=[SiH2].O=NN=O
Multiplicity: 1

Geometry (Å):
Si -0.763 1.856 -0.027
O 1.889 -1.520 1.263
O -0.585 0.465 0.581
O -0.532 -2.217 -1.119
N 0.427 -2.090 -0.394
N 0.944 -1.642 0.533
H -1.775 2.852 0.047
H 0.396 2.296 -0.884

***

Relative energies, in hartree, with the most stable structure set to zero: run a 0.0024; run b 0.0000.

***

Run a
Molecular formula: CHClO3S
Method: DFT, wB97M-V/def2-TZVPD

Properties
Multiplicity: 1

Geometry (Å):
Cl 1.455 1.158 0.761
S 0.753 0.292 -1.695
O 0.862 -1.010 -1.100
O -0.607 0.803 -1.543
O -1.782 -1.232 1.196
C -1.158 -0.342 1.473
H 0.476 0.331 0.908

***

Run b
Molecular formula: CHClO3S
Method: DFT, wB97M-V/def2-TZVPD

Properties
Multiplicity: 1

Geometry (Å):
Cl -1.155 1.826 -0.214
S 0.396 0.037 1.748
O 0.160 -1.272 1.238
O 1.764 0.442 1.753
O 0.380 -1.203 -1.884
C -0.586 -0.954 -1.356
H -0.959 1.122 -1.285

***

Relative energies, in hartree, with the most stable structure set to zero: run a 0.0088; run b 0.0000.

***

Run a
Molecular formula: CH6P2S
Method: DFT, wB97M-V/def2-TZVPD

Properties
SMILES: [H]/P=S(/C)#[PH2]
Multiplicity: 1

Geometry (Å):
S 0.368 -0.314 0.398
P 2.291 -0.891 0.067
P -1.265 -1.550 -0.478
C 0.073 1.186 -0.579
H -0.881 0.858 -1.008
H -0.768 -2.212 0.733
H 2.124 -1.803 0.963
H 0.892 1.393 -1.424
H -1.977 -0.642 0.330
H 0.078 1.928 0.169

***

Run b
Molecular formula: CH6P2S
Method: DFT, wB97M-V/def2-TZVPD

Properties
SMILES: PCSP
Multiplicity: 1

Geometry (Å):
S -0.855 -0.175 1.258
P -1.147 1.899 1.214
P 1.628 -0.311 -0.813
C -0.370 -0.886 -0.347
H 2.129 -0.485 0.434
H -0.487 -1.896 -0.181
H -1.748 1.771 0.031
H -0.062 2.516 0.621
H -0.972 -0.722 -1.213
H 1.884 -1.711 -1.003

***

Relative energies, in hartree, with the most stable structure set to zero: run a 0.0507; run b 0.0000.

***

Run a
Molecular formula: CH6P2S
Method: DFT, wB97M-V/def2-TZVPD

Properties
Multiplicity: 1

Geometry (Å):
S -0.979 0.856 -0.363
P -2.259 -0.635 0.362
P 2.753 -0.151 -0.163
C 0.345 0.885 0.795
H 2.304 -1.217 0.390
H 0.967 1.750 0.921
H 3.567 0.193 0.822
H -3.294 0.101 -0.214
H -2.092 -1.534 -0.605
H -0.060 0.389 1.752

***

Run b
Molecular formula: CH6P2S
Method: DFT, wB97M-V/def2-TZVPD

Properties
Multiplicity: 1

Geometry (Å):
S -2.229 -0.118 -0.320
P 0.967 1.406 -0.807
P 1.294 0.058 0.756
C -1.251 -0.972 0.869
H -1.434 -0.395 -1.270
H -1.650 -0.978 1.904
H -0.894 -2.056 0.470
H 2.278 1.877 -1.120
H 1.444 -0.835 -0.268
H 0.871 2.467 0.086

***

Run c
Molecular formula: CH6P2S
Method: DFT, wB97M-V/def2-TZVPD

Properties
SMILES: C=P.PS
Multiplicity: 1

Geometry (Å):
S -1.614 -0.292 -0.794
P -3.650 -0.455 -0.565
P 3.300 0.865 -0.118
C 2.427 0.215 1.122
H -3.829 -1.459 -1.588
H 4.620 0.531 0.132
H -1.318 0.095 0.499
H 1.381 0.306 0.869
H -3.973 0.551 -1.557
H 2.656 -0.356 2.001

***

Run d
Molecular formula: CH6P2S
Method: DFT, wB97M-V/def2-TZVPD

Properties
Multiplicity: 1

Geometry (Å):
S -0.094 -0.861 -1.310
P -0.480 0.535 1.412
P 1.547 -1.120 0.035
C -0.862 0.371 -0.396
H -1.751 0.775 -0.741
H 1.886 -2.277 -0.580
H -1.617 1.335 1.439
H -1.321 -0.490 1.861
H 2.418 -0.363 -0.737
H 0.274 2.094 -0.983

***

Relative energies, in hartree, with the most stable structure set to zero: run a 0.0677; run b 0.0571; run c 0.0000; run d 0.1034.

***

Run a
Molecular formula: C3H11NO3S
Method: DFT, wB97M-V/def2-TZVPD

Properties
SMILES: NC(=O)CCS.O.O
Multiplicity: 1

Geometry (Å):
S 2.984 -0.244 -0.515
O 0.096 2.361 0.474
O -0.123 0.542 2.494
O -1.564 -2.017 -1.542
N -2.202 -0.047 -0.693
C 0.199 -1.164 -0.216
C -1.321 -1.113 -0.744
C 1.307 -0.646 -1.332
H 0.160 2.001 -0.453
H 2.485 -0.642 0.784
H 0.317 -2.271 -0.096
H -3.144 0.091 -1.020
H 0.224 -0.657 0.854
H 1.501 -1.391 -2.046
H -1.873 0.520 0.169
H 0.914 0.312 -1.591
H -0.937 0.519 2.973
H -0.141 1.316 1.920
H 1.117 2.530 0.580

***

Run b
Molecular formula: C3H11NO3S
Method: DFT, wB97M-V/def2-TZVPD

Properties
SMILES: O=CNCCS.O.O
Multiplicity: 1

Geometry (Å):
S 1.208 0.546 1.622
O 1.701 1.601 -3.816
O -1.193 -2.496 -0.639
O -3.886 -1.530 5.180
N -0.061 -0.605 -1.143
C -0.992 -1.317 -0.461
C 1.598 0.980 -0.156
C 0.320 0.776 -0.949
H -1.591 -0.716 0.223
H -0.521 1.350 -0.554
H 2.351 0.252 -0.399
H 1.992 1.984 -0.262
H -3.973 -2.210 5.860
H -3.320 -0.882 5.631
H 1.930 1.339 -4.717
H 1.093 0.933 -3.494
H 0.536 -1.130 -1.770
H 2.384 -0.071 1.795
H 0.424 1.197 -1.951

***

Relative energies, in hartree, with the most stable structure set to zero: run a 0.0329; run b 0.0000.

***

Run a
Molecular formula: C2H2F2Si
Method: DFT, wB97M-V/def2-TZVPD

Properties
Multiplicity: 1

Geometry (Å):
Si -0.711 0.228 -0.121
F -2.615 -1.738 0.178
F -1.970 1.146 -0.222
C 0.921 -0.229 0.559
C 1.057 0.372 -0.617
H 1.367 -0.411 1.433
H 1.951 0.633 -1.210

***

Run b
Molecular formula: C2H2F2Si
Method: DFT, wB97M-V/def2-TZVPD

Properties
Multiplicity: 1

Geometry (Å):
Si -0.906 0.209 -0.011
F -2.174 -1.542 0.058
F -2.065 1.317 -0.067
C 0.826 -0.170 -0.693
C 0.832 0.020 0.638
H 1.697 0.311 1.214
H 1.790 -0.145 -1.140

***

Relative energies, in hartree, with the most stable structure set to zero: run a 0.0856; run b 0.0000.